DFT (wB97M-V/def2-TZVPD) results for C30H41BF4FeN6O2PS as an isolated structure.

Last column: Löwdin charge in e.
Cartesian coordinates (Å):
Fe 0.238 -1.317 1.704  1.0035
O 3.313 -3.779 2.598  -0.2781
S 3.142 -2.922 1.458  0.6158
O 4.022 -3.126 0.334  -0.3053
N 1.561 -2.888 1.019  -0.1713
C 0.993 -3.947 0.359  -0.2586
C 1.672 -5.022 -0.212  -0.0083
C 0.990 -6.026 -0.906  -0.0683
C -0.374 -6.020 -1.030  -0.0531
C -1.111 -4.979 -0.436  -0.1556
C -2.519 -4.910 -0.487  0.0034
C -3.175 -3.887 0.142  -0.0410
C -2.423 -2.913 0.812  -0.1285
N -1.109 -2.931 0.847  0.0667
C -0.434 -3.941 0.253  -0.1456
C 3.293 -1.223 1.950  -0.2910
C 2.700 -0.805 3.133  -0.0964
C 2.774 0.538 3.483  -0.0617
C 3.442 1.432 2.659  -0.0604
C 4.071 0.990 1.501  -0.0863
C 3.989 -0.344 1.135  -0.0605
H 2.745 -5.060 -0.124  0.0963
H 1.561 -6.825 -1.361  0.1088
H -0.898 -6.798 -1.569  0.1086
H -3.059 -5.681 -1.022  0.1203
H -4.253 -3.817 0.139  0.1078
H -2.910 -2.105 1.343  0.1118
H 2.234 -1.536 3.785  0.1164
H 2.309 0.877 4.397  0.1145
H 3.492 2.479 2.930  0.1099
H 4.628 1.687 0.888  0.1085
H 4.466 -0.725 0.241  0.1078
F -0.071 -2.368 3.828  0.1124
B -0.790 -1.168 4.054  -1.2347
F 0.149 -0.126 3.771  0.0720
F -1.697 -1.080 2.933  0.0633
F -1.385 -1.072 5.260  0.2170
N 0.157 0.065 0.451  -0.1745
P -0.191 1.303 -0.440  0.6253
N 0.994 1.809 -1.522  -0.1932
C 1.306 0.850 -2.594  -0.2071
C 2.650 0.172 -2.355  -0.1676
C 3.780 1.208 -2.420  -0.1834
C 3.293 2.583 -1.929  -0.1737
C 2.178 2.436 -0.903  -0.2087
N -0.407 2.686 0.457  -0.2074
C -0.906 3.930 -0.111  -0.2045
C -2.405 4.101 0.140  -0.1766
C -2.716 3.987 1.634  -0.1967
C -2.164 2.674 2.188  -0.1747
C -0.671 2.580 1.895  -0.2006
N -1.518 0.978 -1.417  -0.2033
C -1.782 1.673 -2.670  -0.2084
C -3.293 1.928 -2.823  -0.1715
C -4.096 0.868 -2.056  -0.1934
C -3.373 -0.474 -2.145  -0.1700
C -2.031 -0.399 -1.407  -0.2183
H 1.314 1.380 -3.554  0.1221
H 0.521 0.094 -2.635  0.0962
H 2.810 -0.614 -3.093  0.1163
H 2.611 -0.300 -1.369  0.0952
H 4.144 1.301 -3.445  0.1069
H 4.618 0.866 -1.808  0.0977
H 2.918 3.177 -2.766  0.1122
H 4.118 3.139 -1.481  0.1085
H 1.881 3.416 -0.527  0.1084
H 2.540 1.852 -0.050  0.0794
H -0.683 3.949 -1.178  0.0990
H -0.361 4.758 0.358  0.1236
H -2.944 3.318 -0.397  0.0855
H -2.728 5.072 -0.242  0.1144
H -3.794 4.043 1.795  0.1088
H -2.251 4.823 2.167  0.1131
H -2.663 1.823 1.711  0.1127
H -2.330 2.604 3.265  0.1166
H -0.265 1.638 2.250  0.0687
H -0.141 3.401 2.393  0.1270
H -1.428 1.072 -3.518  0.1159
H -1.231 2.610 -2.687  0.0988
H -3.553 1.883 -3.883  0.1105
H -3.557 2.924 -2.467  0.0934
H -5.099 0.786 -2.476  0.1087
H -4.194 1.151 -1.005  0.1062
H -3.205 -0.713 -3.198  0.1140
H -3.977 -1.275 -1.718  0.1037
H -1.319 -1.103 -1.864  0.1142
H -2.134 -0.694 -0.364  0.0703

The value obtained for the calculated total energy is -4074.6661 Eh. The value obtained for the energy relative to the best compared isomer or geometry (same formula, charge and spin) is 34.1 kJ/mol. For the largest force on an atom, the calculation gives 2.1 eV/A. As for the spin multiplicity: 6. The expectation value of S² is 8.767. Its HOMO energy (spin up / spin down) is -0.283 / -0.282 hartree. The frontier orbital gap (spin up / spin down) is 0.280 / 0.226 hartree.


DFT (wB97M-V/def2-TZVPD) results for C30H41I2N3OTeV as an isolated structure.

Last column: Löwdin charge in e.
Cartesian coordinates (Å):
V -2.220 1.571 0.322  0.3364
I -4.215 -0.118 2.432  0.8156
C -3.811 1.796 1.586  -0.8129
I -0.456 2.510 2.072  0.4526
H -3.640 2.452 2.431  -0.0544
H -4.723 2.099 1.065  -0.0247
C -1.374 4.121 -3.628  -0.0340
C -0.465 4.104 -2.409  -0.6172
C -0.429 5.480 -1.747  -0.0360
C 0.938 3.654 -2.794  -0.0276
N -0.924 3.052 -1.449  -0.0504
N -2.186 3.333 -0.801  -0.0453
H -1.011 4.860 -4.345  0.0986
H -2.401 4.408 -3.379  0.0821
H -1.393 3.145 -4.116  0.0728
H 0.073 6.198 -2.399  0.0982
H 0.120 5.444 -0.802  0.0921
H -1.431 5.881 -1.560  0.0818
H 1.317 4.266 -3.614  0.0967
H 0.935 2.608 -3.112  0.0901
H 1.630 3.760 -1.952  0.0898
H -0.247 3.009 -0.690  0.0154
H -2.901 3.376 -1.520  0.1119
H -2.183 4.217 -0.300  0.0999
C 4.860 -1.095 5.197  -0.0340
C 3.777 -0.821 4.185  -0.2390
C 2.570 -1.507 4.225  0.0015
C 1.565 -1.288 3.294  -0.2708
C 0.264 -2.034 3.459  -0.0318
C 1.803 -0.345 2.287  -0.3730
Te 0.837 -0.338 0.402  1.8490
N -1.195 -0.011 0.078  -0.3802
C -1.259 -0.209 -1.307  -0.6224
O -0.300 -0.599 -1.960  -0.0292
C -2.550 0.190 -1.974  -0.1834
C -3.795 0.052 -1.352  -0.0773
C -4.955 0.408 -2.045  -0.0488
C -4.866 0.893 -3.333  -0.0520
C -3.619 1.013 -3.958  -0.0493
C -2.468 0.657 -3.289  -0.0257
C 0.774 -2.435 0.147  -0.2999
C -0.324 -3.267 0.378  -0.2691
C -1.690 -2.881 0.908  -0.0784
C -0.164 -4.623 0.076  -0.0053
C 1.012 -5.155 -0.423  -0.2438
C 1.134 -6.622 -0.752  -0.0361
C 2.080 -4.291 -0.638  -0.0051
C 1.984 -2.937 -0.377  -0.2856
C 3.214 -2.085 -0.620  -0.0694
C 2.988 0.420 2.238  -0.3241
C 3.307 1.540 1.262  -0.0960
C 3.953 0.145 3.202  -0.0093
H 4.511 -1.762 5.985  0.0793
H 5.208 -0.171 5.661  0.0875
H 5.722 -1.563 4.718  0.0895
H 2.390 -2.224 5.021  0.1284
H 0.016 -2.112 4.518  0.0958
H 0.331 -3.048 3.058  0.0927
H -0.562 -1.520 2.971  0.0576
H -3.879 -0.411 -0.373  0.0367
H -5.921 0.277 -1.574  0.1201
H -5.768 1.163 -3.871  0.1157
H -3.562 1.379 -4.977  0.1169
H -1.493 0.731 -3.753  0.1222
H -1.808 -1.840 1.166  -0.0166
H -1.918 -3.474 1.797  0.0938
H -2.454 -3.111 0.162  0.0957
H -1.009 -5.285 0.252  0.1287
H 0.327 -7.200 -0.302  0.0789
H 2.085 -7.030 -0.402  0.0848
H 1.094 -6.776 -1.833  0.0899
H 3.017 -4.682 -1.029  0.1274
H 3.950 -2.639 -1.198  0.0857
H 3.687 -1.790 0.323  0.0841
H 3.003 -1.180 -1.190  0.0571
H 2.429 2.009 0.827  -0.0044
H 3.956 1.197 0.451  0.0888
H 3.844 2.322 1.798  0.0897
H 4.866 0.735 3.195  0.1312

The value obtained for the calculated total energy is -3214.4671 Eh. For the largest force on an atom, the calculation gives 1.8 eV/A. The total charge is +1. As for the spin multiplicity: 3. The expectation value of S² is 2.027. Its HOMO energy (spin up / spin down) is -0.407 / -0.410 hartree. The frontier orbital gap (spin up / spin down) is 0.289 / 0.300 hartree.